(A)
The following is a DFT calculation (the ωB97M-V functional and the def2-TZVPD basis) of an isolated molecule of C4H5NO2.

Orbital gap (eV): 9.942
LUMO energy (eV): 0.266
Highest occupied orbital energy (eV): -9.676
SMILES string: C=C(C=O)NC=O

ORCA input file:
```
! wB97M-V def2-TZVPD RIJCOSX def2/J DEFGRID3
* xyz 0 1
C -1.61 -0.71 0.32
C -0.47 -0.08 0.03
C 1.91 -0.24 -0.14
C -0.49 1.41 0.18
H -1.66 -1.75 0.15
H -2.50 -0.14 0.66
H 0.52 -1.55 -1.18
H 2.71 -0.68 -0.71
H -1.23 1.79 0.96
N 0.65 -0.65 -0.61
O 2.03 0.42 0.90
O 0.15 2.17 -0.55
*
```

---

(B)
The following is a DFT calculation (the ωB97M-V functional and the def2-TZVPD basis) of an isolated molecule of C4H5NO2.

Orbital gap (eV): 10.426
LUMO energy (eV): 0.661
Highest occupied orbital energy (eV): -9.764
SMILES string: O=C1NC[C@H]2O[C@@H]12

ORCA input file:
```
! wB97M-V def2-TZVPD RIJCOSX def2/J DEFGRID3
* xyz 0 1
O 0.87 -1.49 1.90
C 0.37 -0.81 1.04
N -0.30 0.43 1.26
C -0.25 1.19 0.00
C 0.00 0.16 -1.11
O 1.33 -0.36 -1.16
C 0.33 -1.09 -0.45
H -1.26 0.17 1.48
H 0.58 1.90 0.07
H -1.17 1.74 -0.16
H -0.50 0.23 -2.07
H 0.01 -2.07 -0.80
*
```

---

(C)
The following is a DFT calculation (the ωB97M-V functional and the def2-TZVPD basis) of an isolated molecule of C4H5NO2.

Orbital gap (eV): 9.005
LUMO energy (eV): -0.366
Highest occupied orbital energy (eV): -9.371
SMILES string: O=CC(=O)[C@H]1CN1

ORCA input file:
```
! wB97M-V def2-TZVPD RIJCOSX def2/J DEFGRID3
* xyz 0 1
C -0.96 0.71 -1.06
C -0.08 0.93 0.27
C 0.67 -0.23 0.91
C 0.08 -1.62 0.86
H -1.69 1.54 -1.10
H 1.25 0.01 1.71
H 0.28 -2.07 1.84
H -0.96 -1.89 0.46
H 0.69 -1.32 -0.84
N 1.16 -1.31 0.03
O -0.66 -0.26 -1.73
O -0.07 2.03 0.71
*
```

---

(A) is favored, and the nearest alternative lies 0.0174 hartree above it.

---

(A)
The following is a DFT calculation (the ωB97M-V functional and the def2-TZVPD basis) of a structure of composition C4H5NO2.

Orbital gap (eV): 10.703
LUMO energy (eV): 0.909
Highest occupied orbital energy (eV): -9.794

ORCA input file:
```
! wB97M-V def2-TZVPD RIJCOSX def2/J DEFGRID3
* xyz 0 1
N 0.45 1.26 1.04
C 0.12 0.28 0.07
C -1.22 0.08 -0.62
C -0.65 -0.99 0.24
O 0.35 -1.75 -0.50
C 1.12 -0.61 -0.62
O 2.23 -0.50 -1.03
H 0.74 2.14 0.61
H 1.24 0.92 1.58
H -2.04 0.64 -0.19
H -1.26 -0.06 -1.70
H -1.08 -1.42 1.13
*
```

---

(B)
The following is a DFT calculation (the ωB97M-V functional and the def2-TZVPD basis) of an isolated molecule of C4H5NO2.

Orbital gap (spin up / spin down) (eV): 8.295 / 7.218
LUMO energy (spin up / spin down) (eV): -1.185 / -1.594
Highest occupied orbital energy (spin up / spin down) (eV): -9.479 / -8.812

ORCA input file:
```
! wB97M-V def2-TZVPD RIJCOSX def2/J DEFGRID3
* xyz 0 1
C 0.14 -0.82 -1.23
C 0.21 -0.29 0.08
C 0.87 1.19 0.15
C -1.40 -0.11 0.27
N 0.90 -0.84 1.12
O 0.36 2.11 0.70
O -2.01 0.84 -0.09
H 0.67 -0.32 1.96
H 1.85 1.19 -0.33
H -1.80 -0.95 0.86
H 0.58 -1.78 -1.49
H -0.36 -0.24 -2.00
*
```

---

(A) is favored, and the nearest alternative lies 0.1242 hartree above it.

---

(A)
The following is a DFT calculation (the ωB97M-V functional and the def2-TZVPD basis) of an isolated molecule of C4H5NO2.

Orbital gap (eV): 10.153
LUMO energy (eV): 0.872
Highest occupied orbital energy (eV): -9.281
SMILES string: N[C@]12C[C@H]1OC2=O

ORCA input file:
```
! wB97M-V def2-TZVPD RIJCOSX def2/J DEFGRID3
* xyz 0 1
N -0.33 -1.60 -0.50
C -0.18 -0.34 0.09
C -0.41 0.86 -0.81
C 0.95 0.55 -0.22
O 1.05 1.15 1.06
C 0.01 0.39 1.65
O -0.38 0.56 2.76
H -1.19 -1.86 -0.95
H 0.19 -2.37 -0.11
H -0.71 0.67 -1.85
H -0.87 1.73 -0.37
H 1.86 0.26 -0.74
*
```

---

(B)
The following is a DFT calculation (the ωB97M-V functional and the def2-TZVPD basis) of an isolated molecule of C4H5NO2.

Orbital gap (eV): 10.276
LUMO energy (eV): 0.655
Highest occupied orbital energy (eV): -9.621
SMILES string: O=C[C@H]1CN1C=O

ORCA input file:
```
! wB97M-V def2-TZVPD RIJCOSX def2/J DEFGRID3
* xyz 0 1
O -2.62 -1.36 -0.78
C -1.66 -0.67 -0.69
C -0.43 -0.72 0.37
C 0.86 -0.75 -0.38
N 0.20 0.51 -0.13
C 0.70 1.53 0.66
O 1.79 1.52 1.17
H -1.07 0.37 -1.09
H -0.39 -0.88 1.45
H 0.81 -1.08 -1.42
H 1.81 -0.86 0.12
H 0.00 2.39 0.72
*
```

---

(C)
The following is a DFT calculation (the ωB97M-V functional and the def2-TZVPD basis) of an isolated molecule of C4H5NO2.

Orbital gap (eV): 10.403
LUMO energy (eV): 0.797
Highest occupied orbital energy (eV): -9.606
SMILES string: Cc1conc1O

ORCA input file:
```
! wB97M-V def2-TZVPD RIJCOSX def2/J DEFGRID3
* xyz 0 1
C -1.03 -1.01 1.62
C -0.33 -0.11 0.67
C 0.11 1.18 0.84
C 0.10 -0.36 -0.64
H -0.39 -1.89 1.88
H -1.26 -0.53 2.58
H -1.96 -1.46 1.21
H 0.03 1.88 1.65
H 0.33 -1.54 -2.12
N 0.72 0.66 -1.19
O 0.75 1.63 -0.23
O -0.10 -1.54 -1.26
*
```

---

(C) is favored, and the nearest alternative lies 0.0316 hartree above it.

---

(A)
The following is a DFT calculation (the ωB97M-V functional and the def2-TZVPD basis) of an isolated molecule of C8H10N2OS.

Orbital gap (eV): 8.955
LUMO energy (eV): 0.468
Highest occupied orbital energy (eV): -8.487
SMILES string: COc1ccccc1NC(N)=S

ORCA input file:
```
! wB97M-V def2-TZVPD RIJCOSX def2/J DEFGRID3
* xyz 0 1
C 0.27 2.33 -0.85
C -0.70 0.48 0.08
C -2.10 0.45 0.26
C -2.68 -0.86 0.17
C -2.06 -2.07 -0.03
C -0.68 -1.90 -0.23
C -0.08 -0.65 -0.24
C 2.41 -0.40 0.28
H 1.10 3.20 -0.77
H -0.76 2.59 -1.40
H 0.87 1.74 -1.53
H -2.90 1.31 0.33
H -3.80 -0.91 0.30
H -2.64 -3.13 0.40
H -0.11 -2.87 -0.10
H 1.59 -1.36 -1.00
H 3.34 0.84 1.56
H 1.43 0.80 1.65
N 1.31 -0.45 -0.52
N 2.32 0.22 1.57
O 0.05 1.63 0.38
S 3.84 -0.98 -0.32
*
```

---

(B)
The following is a DFT calculation (the ωB97M-V functional and the def2-TZVPD basis) of an isolated molecule of C8H10N2OS.

Orbital gap (eV): 8.793
LUMO energy (eV): 0.148
Highest occupied orbital energy (eV): -8.645
SMILES string: O=c1cc(C2=CCNCC2)s[nH]1

ORCA input file:
```
! wB97M-V def2-TZVPD RIJCOSX def2/J DEFGRID3
* xyz 0 1
O -0.58 -3.66 -1.55
S -2.05 -1.04 0.47
C -0.77 -2.77 -0.77
C 0.23 -1.88 -0.34
C -0.28 -0.81 0.30
C 0.20 1.35 1.63
C 0.58 0.48 0.55
N -1.94 -2.61 -0.18
N 2.40 2.25 1.88
C 0.94 2.59 2.11
C 1.96 0.82 -0.10
C 2.70 2.02 0.44
H 1.26 -1.82 -0.74
H -0.73 1.16 2.04
H -2.63 -2.93 -0.87
H 2.67 1.40 2.37
H 0.61 3.41 1.44
H 0.76 2.91 3.12
H 1.82 0.91 -1.19
H 2.58 -0.06 0.17
H 3.73 1.95 0.24
H 2.25 2.87 -0.18
*
```

---

(B) is favored, and the nearest alternative lies 0.0430 hartree above it.

---

(A)
The following is a DFT calculation (the ωB97M-V functional and the def2-TZVPD basis) of a cluster of 2 separate species, C5H12N2 in total.

Orbital gap (eV): 7.481
LUMO energy (eV): 0.687
Highest occupied orbital energy (eV): -6.794
SMILES string: C/C=C\NC.C=N

ORCA input file:
```
! wB97M-V def2-TZVPD RIJCOSX def2/J DEFGRID3
* xyz 0 1
C -2.92 -0.66 -1.14
C -0.20 1.26 1.03
C 2.54 -0.37 1.29
N -0.29 0.43 -0.15
N -2.40 0.29 -1.82
C 0.75 -0.36 -0.57
C 1.91 -0.74 -0.02
H -1.11 0.63 -0.98
H -2.62 0.30 -2.81
H -3.59 -1.41 -1.54
H -2.65 -0.71 -0.09
H 0.52 -0.80 -1.54
H 2.49 -1.44 -0.61
H -1.19 1.68 1.24
H 0.50 2.10 0.91
H 0.11 0.69 1.90
H 3.62 -0.49 1.23
H 2.34 0.66 1.58
H 2.19 -1.03 2.09
*
```

---

(B)
The following is a DFT calculation (the ωB97M-V functional and the def2-TZVPD basis) of an isolated molecule of C5H12N2.

Orbital gap (eV): 7.857
LUMO energy (eV): 0.770
Highest occupied orbital energy (eV): -7.087
SMILES string: CCC/C(N)=C/N

ORCA input file:
```
! wB97M-V def2-TZVPD RIJCOSX def2/J DEFGRID3
* xyz 0 1
C -1.33 -0.82 -1.49
C -1.89 -0.16 -0.27
C -0.87 0.98 0.29
C 0.37 0.36 0.60
C 1.59 0.84 0.14
N 2.59 -0.11 -0.29
N 0.41 -0.70 1.64
H -1.97 -1.45 -2.01
H -0.80 -0.10 -2.14
H -0.46 -1.52 -1.38
H -2.84 0.15 -0.76
H -2.31 -0.97 0.48
H -1.32 1.05 1.27
H -0.72 1.94 -0.26
H 1.84 1.90 -0.02
H 2.69 -0.77 0.48
H 3.48 0.53 -0.39
H 0.15 -0.45 2.58
H 1.40 -0.68 1.52
*
```

---

(C)
The following is a DFT calculation (the ωB97M-V functional and the def2-TZVPD basis) of a cluster of 2 separate species, C5H12N2 in total.

Orbital gap (eV): 8.613
LUMO energy (eV): 0.843
Highest occupied orbital energy (eV): -7.770

ORCA input file:
```
! wB97M-V def2-TZVPD RIJCOSX def2/J DEFGRID3
* xyz 0 1
C 1.12 1.47 -0.71
C -0.69 -0.41 -1.52
C -1.62 0.44 0.66
N 1.89 -0.44 0.19
C 0.66 -0.68 0.58
C -0.38 0.06 -0.11
N 0.42 -1.45 1.69
H 2.57 -1.16 0.45
H -0.52 -1.53 2.04
H 1.15 -1.58 2.37
H 1.21 2.06 0.19
H 0.40 1.83 -1.44
H 2.06 1.37 -1.25
H -1.43 -1.23 -1.51
H 0.20 -0.75 -2.05
H -1.14 0.39 -2.12
H -1.39 0.78 1.67
H -2.16 1.24 0.14
H -2.34 -0.40 0.75
*
```

---

(D)
The following is a DFT calculation (the ωB97M-V functional and the def2-TZVPD basis) of an isolated molecule of C5H12N2.

Orbital gap (eV): 9.512
LUMO energy (eV): 1.016
Highest occupied orbital energy (eV): -8.496
SMILES string: N/C=C\CCCN

ORCA input file:
```
! wB97M-V def2-TZVPD RIJCOSX def2/J DEFGRID3
* xyz 0 1
C 0.97 -0.63 1.42
C 1.45 0.11 0.15
C 0.31 0.87 -0.52
N -2.68 1.38 -0.95
C -1.96 0.27 -1.46
C -0.73 -0.07 -1.08
N 1.95 -1.60 1.90
H 0.76 0.10 2.21
H 0.03 -1.10 1.16
H 2.24 0.79 0.49
H 1.91 -0.64 -0.48
H 0.67 1.60 -1.25
H -0.18 1.50 0.24
H -3.60 1.43 -1.38
H -2.88 1.28 0.04
H -2.54 -0.40 -2.10
H -0.31 -0.94 -1.56
H 2.86 -1.41 1.50
H 1.75 -2.56 1.66
*
```

---

(D) is favored, and the nearest alternative lies 0.0466 hartree above it.

---

(A)
The following is a DFT calculation (the ωB97M-V functional and the def2-TZVPD basis) of a cluster of 3 separate species, C5H12N2 in total.

Orbital gap (spin up / spin down) (eV): 7.821 / 7.815
LUMO energy (spin up / spin down) (eV): 0.936 / 0.936
Highest occupied orbital energy (spin up / spin down) (eV): -6.885 / -6.879

ORCA input file:
```
! wB97M-V def2-TZVPD RIJCOSX def2/J DEFGRID3
* xyz 0 1
C -1.23 -0.59 0.39
C 0.82 -0.46 -0.06
C -1.94 -0.27 -0.89
C 0.93 0.88 0.16
N -1.43 -1.91 0.84
N 2.94 0.38 -0.37
C 0.58 2.08 0.55
H -1.41 0.12 1.19
H -0.99 -2.12 1.73
H -1.20 -2.62 0.15
H 3.45 0.98 0.28
H 3.01 0.82 -1.29
H 1.21 -1.14 0.69
H 0.80 -0.81 -1.08
H -3.03 -0.37 -0.78
H -1.73 0.76 -1.21
H -1.63 -0.94 -1.70
H 1.28 2.91 0.50
H -0.42 2.29 0.90
*
```

---

(B)
The following is a DFT calculation (the ωB97M-V functional and the def2-TZVPD basis) of an isolated molecule of C5H12N2.

Orbital gap (eV): 9.122
LUMO energy (eV): 0.990
Highest occupied orbital energy (eV): -8.132
SMILES string: C=C(CCN)NC

ORCA input file:
```
! wB97M-V def2-TZVPD RIJCOSX def2/J DEFGRID3
* xyz 0 1
C -0.17 -1.43 0.83
C 0.21 -0.88 -0.51
C 0.42 0.61 -0.32
C 1.60 1.17 -0.52
C -2.01 1.15 -0.99
N -0.79 1.34 -0.32
N 1.06 -1.86 1.60
H -0.62 -0.55 1.37
H -0.75 -2.38 0.83
H 1.13 -1.36 -0.88
H -0.51 -1.20 -1.29
H 2.58 0.68 0.01
H 1.74 2.13 -0.79
H -2.73 1.97 -0.72
H -2.51 0.30 -0.54
H -2.13 1.03 -2.10
H -0.47 2.37 -0.17
H 0.62 -2.12 2.46
H 1.44 -0.98 1.98
*
```

---

(B) is favored, and the nearest alternative lies 0.1019 hartree above it.